1.
This record from OMol25 describes C28H43F9OP2W as an isolated structure. The level of theory is ωB97M-V/def2-TZVPD.

The geometry in ORCA input format:
```
! wB97M-V def2-TZVPD RIJCOSX def2/J DEFGRID3
* xyz 2 3
W 0.59 -0.88 -1.32
C 1.26 -1.21 0.88
C 0.82 -2.41 0.20
C 2.69 -1.56 -0.91
C 2.30 -0.61 0.10
C 1.79 -2.68 -0.84
C 1.03 -0.84 2.31
H 0.14 -1.34 2.73
H 0.97 0.26 2.44
H 1.89 -1.18 2.92
C 3.08 0.59 0.48
H 3.92 0.34 1.14
H 2.45 1.32 0.99
H 3.50 1.05 -0.42
C 4.01 -1.52 -1.59
H 4.81 -1.91 -0.93
H 4.29 -0.50 -1.86
H 4.03 -2.13 -2.50
C 2.10 -4.03 -1.40
H 2.83 -4.53 -0.74
H 2.58 -3.99 -2.38
H 1.22 -4.68 -1.43
C -0.22 -3.36 0.68
H 0.20 -4.01 1.47
H -0.59 -4.01 -0.12
H -1.08 -2.83 1.11
C -1.89 2.20 2.15
C -2.56 1.70 3.19
C -3.73 0.75 3.19
C -4.39 0.39 1.83
C -3.78 -0.79 1.14
C -2.65 -0.80 0.46
C -1.55 0.17 0.73
C -1.88 1.67 0.76
H -4.51 1.23 3.83
H -4.48 1.30 1.22
H -3.42 -0.18 3.70
H -2.79 1.92 0.20
H -1.24 3.06 2.30
H -2.26 2.01 4.20
H -1.04 2.17 0.24
H -1.09 -0.10 1.69
H -2.42 -1.61 -0.26
H -0.71 0.02 -0.10
H -5.43 0.09 2.08
H -4.35 -1.72 1.24
P -1.31 0.20 -2.52
P 0.71 -1.69 -3.44
C -1.48 -0.32 -4.33
C -0.08 -0.66 -4.80
H -1.91 0.52 -4.90
H -2.19 -1.16 -4.38
H -0.07 -1.27 -5.72
H 0.53 0.24 -4.97
C 2.20 -2.06 -4.40
H 2.68 -2.98 -4.07
H 2.90 -1.22 -4.35
H 1.87 -2.20 -5.44
C -0.31 -3.22 -3.61
H -0.51 -3.35 -4.68
H -1.26 -3.18 -3.08
H 0.25 -4.08 -3.24
C -1.27 2.01 -2.89
H -1.47 2.57 -1.97
H -2.07 2.22 -3.62
H -0.31 2.31 -3.32
C -3.16 0.19 -2.35
H -3.55 -0.83 -2.31
H -3.59 0.70 -3.22
H -3.48 0.73 -1.46
F -0.61 4.46 4.03
C 0.34 3.66 4.60
F 0.88 4.35 5.64
F -0.31 2.58 5.12
C 1.42 3.17 3.49
O 0.93 2.34 2.63
C 1.93 4.52 2.75
F 2.06 5.58 3.60
F 3.14 4.33 2.15
F 1.05 4.88 1.78
C 2.62 2.60 4.41
F 3.29 3.58 5.09
F 2.15 1.72 5.34
F 3.54 1.93 3.66
*
```

Results
E_HOMO (spin up / spin down) ... -12.42 / -12.59 eV
E ... -76620.852 eV
Orbital gap (spin up / spin down) ... 3.28 / 3.35 eV

***

2.
This record from OMol25 describes C28H43Ge2N3PdS as an isolated structure. The level of theory is ωB97M-V/def2-TZVPD.

The geometry in ORCA input format:
```
! wB97M-V def2-TZVPD RIJCOSX def2/J DEFGRID3
* xyz -2 1
Pd -1.02 -0.64 -0.34
C -2.60 -1.64 4.49
C -2.85 -1.50 2.99
Ge -1.52 -0.35 2.00
C -2.38 1.47 2.14
C -2.56 2.04 3.54
C 0.05 -0.06 3.17
C 1.21 0.17 2.53
Ge 1.20 -0.42 0.60
C 2.37 0.72 -0.55
C 3.88 0.83 -0.33
C 1.86 -2.32 0.67
C 3.25 -2.69 1.20
C 2.36 0.75 3.27
C 3.68 0.36 3.04
C 4.74 0.90 3.75
C 4.52 1.87 4.71
C 3.22 2.31 4.94
C 2.16 1.76 4.22
H -3.36 -2.25 5.00
H -2.57 -0.67 5.00
H -1.63 -2.11 4.67
H -3.84 -1.05 2.83
H -2.86 -2.47 2.50
H -3.34 1.40 1.63
H -1.75 2.12 1.52
H -3.22 1.41 4.15
H -2.98 3.05 3.54
H -1.60 2.10 4.07
H 0.01 0.09 4.26
H 1.91 1.71 -0.54
H 2.17 0.34 -1.56
H 4.12 1.33 0.61
H 4.35 1.41 -1.13
H 4.36 -0.15 -0.31
H 1.74 -2.69 -0.35
H 1.10 -2.83 1.26
H 4.05 -2.16 0.68
H 3.45 -3.77 1.08
H 3.34 -2.47 2.27
H 3.88 -0.39 2.28
H 5.75 0.56 3.55
H 5.35 2.31 5.26
H 3.02 3.09 5.67
H 1.15 2.12 4.39
C -2.55 -1.77 -3.71
N -3.36 -1.10 -2.71
C -3.72 0.29 -2.90
C -4.56 0.56 -1.65
N -3.91 -0.34 -0.71
C -3.25 -1.35 -1.38
S -2.59 -2.69 -0.64
H -3.19 -2.11 -4.53
H -2.06 -2.62 -3.25
H -1.78 -1.10 -4.09
H -4.28 0.44 -3.83
H -2.80 0.89 -2.89
H -5.61 0.29 -1.81
H -4.50 1.59 -1.32
H -4.26 -0.55 0.21
C -0.63 2.71 -3.52
C -0.02 1.47 -4.10
C 0.54 1.50 -5.36
C 1.20 0.39 -5.92
C 1.30 -0.75 -5.12
C 0.77 -0.84 -3.85
C 0.97 -2.10 -3.05
C 0.02 0.27 -3.25
N -0.56 0.27 -2.09
H -0.49 3.57 -4.19
H -0.19 2.93 -2.54
H -1.70 2.61 -3.33
H 0.48 2.42 -5.93
H 1.63 0.43 -6.91
H 1.83 -1.62 -5.52
H 1.06 -2.98 -3.70
H 0.13 -2.24 -2.35
H 1.87 -2.05 -2.43
*
```

Results
E_HOMO ... 0.73 eV
E ... -161549.931 eV
Orbital gap ... 3.87 eV

***

3.
This record from OMol25 describes a 4-piece molecular cluster, C28H43IO7 overall. The level of theory is ωB97M-V/def2-TZVPD.

The geometry in ORCA input format:
```
! wB97M-V def2-TZVPD RIJCOSX def2/J DEFGRID3
* xyz 0 1
C 2.96 0.86 2.73
C 3.19 1.86 1.49
C 4.35 1.32 0.47
I 4.34 2.43 -1.40
C 4.14 -0.25 0.32
C 5.16 -1.10 0.88
C 4.90 -2.67 0.74
O 5.80 -3.53 0.55
C 3.38 -3.20 0.80
C 2.36 -2.35 0.25
O 0.99 -2.77 0.24
C 0.29 -2.37 1.42
O 0.66 -2.74 2.57
C -1.01 -1.44 1.35
C -1.16 -0.49 0.13
C -2.43 0.44 0.02
C -3.51 0.35 1.13
C -3.36 -0.62 2.36
C -2.09 -1.53 2.49
C 2.87 -0.95 -0.37
O 2.32 -0.45 -1.39
H 3.90 0.28 3.04
H 2.48 1.45 3.61
H 2.17 0.08 2.42
H 3.54 2.89 1.84
H 2.21 1.95 0.90
H 5.36 1.50 1.00
H 6.11 -0.68 1.38
H 3.15 -4.22 1.27
H -0.37 -0.46 -0.70
H -2.48 1.14 -0.90
H -4.44 1.02 1.00
H -4.19 -0.65 3.14
H -1.95 -2.26 3.37
C -3.82 4.96 -2.93
C -4.41 3.90 -2.02
O -3.60 3.61 -0.89
C -3.38 4.68 0.02
C -4.66 5.17 0.67
H -2.78 4.72 -3.18
H -4.40 5.04 -3.85
H -3.82 5.94 -2.44
H -4.49 2.96 -2.58
H -5.43 4.16 -1.71
H -2.84 5.49 -0.46
H -2.73 4.28 0.81
H -5.30 5.68 -0.06
H -4.44 5.88 1.47
H -5.23 4.34 1.08
C -8.90 0.13 -0.54
C -7.64 0.45 0.25
O -7.22 1.80 0.10
C -8.13 2.80 0.56
C -8.42 2.72 2.05
H -8.79 0.44 -1.59
H -9.10 -0.95 -0.52
H -9.77 0.64 -0.13
H -6.82 -0.17 -0.13
H -7.77 0.21 1.30
H -9.05 2.77 -0.03
H -7.66 3.76 0.35
H -8.99 1.82 2.29
H -8.99 3.58 2.37
H -7.49 2.67 2.62
C 9.08 -6.09 -3.67
C 10.10 -5.73 -2.60
O 10.08 -4.36 -2.24
C 8.87 -3.87 -1.67
C 8.50 -4.55 -0.36
H 9.17 -5.41 -4.53
H 9.23 -7.11 -4.02
H 8.06 -6.01 -3.30
H 11.10 -5.93 -2.99
H 9.97 -6.36 -1.71
H 8.05 -3.94 -2.40
H 9.02 -2.81 -1.49
H 8.22 -5.59 -0.52
H 7.66 -4.04 0.11
H 9.35 -4.53 0.33
*
```

Results
E_HOMO ... -9.13 eV
E ... -52156.653 eV
SMILES string ... CC[C@H](I)C1=CC(=O)C=C(OC(=O)c2ccccc2)C1=O.CCOCC.CCOCC.CCOCC
Orbital gap ... 7.64 eV

***

Which of these has the highest E? C28H43IO7